(1)
Density functional theory data (ωB97M-V with the def2-TZVPD basis set) for a gas-phase ion, C3H5O3S2 (charge -1) in a non-equilibrium geometry.

Atoms and positions in Å:
C (1.785, -0.303, -0.294)
C (0.371, -0.720, 0.360)
C (-0.705, 0.101, -0.302)
O (2.620, -0.013, 0.573)
O (1.844, -0.315, -1.519)
O (0.457, -0.466, 1.729)
S (-0.805, 1.667, 0.617)
S (-2.340, -0.772, -0.341)
H (0.204, -1.791, 0.162)
H (-0.444, 0.297, -1.343)
H (1.404, -0.164, 1.812)
H (-1.431, 2.337, -0.362)
H (-2.960, 0.141, -1.093)

LUMO (eV): 3.0
HOMO (eV): -4.8
Energy relative to the best compared isomer or geometry (same formula, charge and spin) (eV): 0.000
Charge: -1

natural (NBO) atomic charge list, values in e, 4 entries:
1. C 0.764
2. C -0.070
3. C -0.446
4. O -0.765

=====

(2)
Density functional theory data (ωB97M-V with the def2-TZVPD basis set) for a molecular structure, C14H17ClN3OPdS in a non-equilibrium geometry.

Atoms and positions in Å:
Pd (-0.134, -0.074, -0.032)
O (1.575, -1.421, 1.460)
C (0.962, -2.638, 1.862)
C (-0.017, -2.442, 3.021)
C (-1.113, -1.425, 2.673)
C (-1.979, -1.887, 1.536)
C (-2.773, -3.026, 1.617)
C (-3.569, -3.373, 0.539)
C (-3.564, -2.572, -0.596)
C (-2.742, -1.462, -0.611)
N (-1.966, -1.145, 0.426)
H (2.042, -1.048, 2.222)
H (1.731, -3.369, 2.140)
H (0.432, -3.005, 0.975)
H (0.524, -2.089, 3.902)
H (-0.456, -3.408, 3.266)
H (-0.649, -0.459, 2.389)
H (-1.731, -1.247, 3.558)
H (-2.764, -3.626, 2.513)
H (-4.191, -4.252, 0.579)
H (-4.183, -2.794, -1.448)
H (-2.698, -0.781, -1.455)
Cl (0.378, 2.065, 0.136)
N (4.606, -4.011, -3.654)
C (3.461, -4.345, -3.052)
S (3.021, -5.923, -2.837)
C (2.599, -3.268, -2.547)
C (3.104, -2.045, -2.099)
C (2.228, -1.083, -1.633)
N (0.909, -1.267, -1.595)
C (0.418, -2.434, -2.020)
C (1.217, -3.454, -2.490)
H (5.181, -4.738, -4.055)
H (4.834, -3.053, -3.860)
H (4.163, -1.847, -2.086)
H (2.596, -0.124, -1.290)
H (-0.659, -2.555, -1.995)
H (0.784, -4.383, -2.827)

LUMO (spin up / spin down) (eV): -6.0 / -5.9
HOMO (spin up / spin down) (eV): -11.3 / -11.3
Energy relative to the best compared isomer or geometry (same formula, charge and spin) (eV): 1.739
Charge: +1

natural (NBO) atomic charge list, values in e, 4 entries:
1. Pd 0.976
2. O -0.752
3. C -0.070
4. C -0.419

=====

(3)
Density functional theory data (ωB97M-V with the def2-TZVPD basis set) for 2 unconnected molecules or ions with the total composition C6H7NO in a non-equilibrium geometry.

Atoms and positions in Å:
C (-3.768, -0.772, -0.056)
C (-0.744, -1.026, -0.046)
C (-3.347, 0.533, 0.016)
C (-1.164, 0.203, 0.010)
C (0.705, -1.410, -0.181)
C (-0.653, 1.574, -0.034)
N (-3.797, -1.931, -0.077)
O (-3.683, 1.662, 0.094)
H (-1.442, -1.858, 0.012)
H (0.806, -2.216, -0.904)
H (1.299, -0.562, -0.511)
H (1.090, -1.759, 0.778)
H (0.210, 1.689, 0.623)
H (-1.425, 2.275, 0.294)
H (-0.368, 1.849, -1.052)

LUMO (eV): -0.7
HOMO (eV): -8.9
Energy relative to the best compared isomer or geometry (same formula, charge and spin) (eV): 3.456

natural (NBO) atomic charge list, values in e, 4 entries:
1. C 0.108
2. C -0.273
3. C 0.514
4. C 0.070

=====

(4)
Density functional theory data (ωB97M-V with the def2-TZVPD basis set) for a molecular structure, C24H25BN8O4Pt in a non-equilibrium geometry.

Atoms and positions in Å:
Pt (-0.268, 0.039, 0.534)
C (-1.810, -3.027, 0.634)
C (-1.567, -2.563, -0.753)
C (-1.837, -3.160, -1.986)
C (-1.353, -2.279, -2.932)
N (-0.824, -1.224, -2.299)
N (-0.965, -1.396, -0.976)
B (-0.077, 0.023, -2.785)
N (1.330, -0.008, -2.155)
C (2.507, -0.174, -2.782)
C (3.507, -0.185, -1.839)
C (2.857, -0.027, -0.609)
C (3.465, 0.029, 0.741)
N (1.550, 0.075, -0.832)
N (-0.849, 1.251, -2.257)
C (-1.511, 2.209, -2.924)
C (-2.027, 3.105, -2.012)
C (-1.643, 2.617, -0.761)
C (-1.855, 3.141, 0.609)
N (-0.944, 1.498, -0.946)
N (0.049, 0.136, -4.277)
C (0.656, 1.159, -4.940)
C (0.532, 0.918, -6.283)
C (-0.180, -0.301, -6.369)
C (-0.605, -1.055, -7.570)
N (-0.449, -0.735, -5.148)
H (-2.391, -3.945, 0.641)
H (-0.853, -3.208, 1.127)
H (-2.336, -2.256, 1.199)
H (-2.316, -4.100, -2.156)
H (-1.348, -2.326, -4.004)
H (2.574, -0.283, -3.844)
H (4.558, -0.292, -2.007)
H (4.548, -0.031, 0.663)
H (3.189, 0.954, 1.245)
H (3.102, -0.795, 1.353)
H (-1.589, 2.205, -3.993)
H (-2.598, 3.986, -2.220)
H (-2.475, 4.032, 0.595)
H (-2.328, 2.378, 1.231)
H (-0.889, 3.384, 1.055)
H (1.120, 1.969, -4.415)
H (0.891, 1.510, -7.097)
H (-0.305, -0.540, -8.477)
H (-0.162, -2.051, -7.557)
H (-1.689, -1.175, -7.567)
O (-1.442, 0.068, 2.606)
C (-0.335, 0.028, 3.188)
O (0.733, -0.019, 2.509)
C (-0.232, 0.031, 4.673)
C (-1.393, 0.031, 5.455)
C (-1.332, 0.030, 6.840)
C (-0.074, 0.031, 7.409)
O (0.269, 0.031, 8.711)
C (1.678, 0.032, 8.765)
O (2.176, 0.033, 7.447)
C (1.100, 0.032, 6.626)
C (1.042, 0.032, 5.254)
H (-2.354, 0.031, 4.963)
H (-2.214, 0.029, 7.456)
H (2.028, -0.867, 9.300)
H (2.027, 0.930, 9.302)
H (1.928, 0.032, 4.643)

LUMO (spin up / spin down) (eV): -5.9 / -5.5
HOMO (spin up / spin down) (eV): -10.7 / -10.7
Charge: +1
2S+1: 2

natural (NBO) atomic charge list, values in e, 4 entries:
1. Pt 1.392
2. C -0.657
3. C 0.190
4. C -0.329

=====

(5)
Density functional theory data (ωB97M-V with the def2-TZVPD basis set) for 2 unconnected molecules or ions with the total composition C4H8N2O in a non-equilibrium geometry.

Atoms and positions in Å:
C (-0.871, 1.726, 0.641)
C (1.772, -0.193, -0.811)
C (-1.280, 0.575, 0.010)
C (0.476, -0.555, -0.112)
O (0.684, -0.178, 1.319)
N (-2.325, -0.098, 0.045)
N (0.051, -1.745, -0.388)
H (0.023, -0.677, 1.835)
H (-2.478, -0.845, -0.631)
H (-0.824, -2.245, -0.495)
H (-0.407, 2.511, 0.064)
H (-1.358, 2.095, 1.531)
H (2.436, -1.047, -0.947)
H (2.400, 0.488, -0.233)
H (1.701, 0.188, -1.828)

LUMO (spin up / spin down) (eV): -1.3 / -0.9
HOMO (spin up / spin down) (eV): -8.7 / -8.2
Energy relative to the best compared isomer or geometry (same formula, charge and spin) (eV): 7.329

natural (NBO) atomic charge list, values in e, 4 entries:
1. C -0.329
2. C -0.678
3. C 0.300
4. C 0.470

=====

(6)
Density functional theory data (ωB97M-V with the def2-TZVPD basis set) for a molecular structure, C11H32BaO11 in a non-equilibrium geometry.

Atoms and positions in Å:
Ba (-0.774, 0.830, 0.497)
C (2.660, -0.169, 1.923)
O (1.357, 0.397, 2.180)
H (2.884, -0.318, 0.867)
H (3.433, 0.459, 2.366)
H (2.666, -1.191, 2.303)
H (1.357, 0.661, 3.103)
C (-1.796, -2.002, 2.564)
O (-2.360, -1.015, 1.737)
H (-0.774, -1.853, 2.915)
H (-2.464, -2.071, 3.422)
H (-1.779, -3.030, 2.202)
H (-3.281, -0.879, 1.970)
C (-4.670, 1.427, -0.438)
O (-3.579, 1.742, 0.354)
H (-5.051, 2.295, -0.975)
H (-4.365, 0.691, -1.182)
H (-5.525, 1.049, 0.124)
H (-3.848, 2.405, 0.994)
C (-1.248, 1.372, 4.339)
O (-1.861, 1.561, 3.082)
H (-1.701, 1.984, 5.120)
H (-1.198, 0.369, 4.762)
H (-0.226, 1.699, 4.146)
H (-2.525, 2.234, 3.246)
C (-2.043, 2.077, -3.054)
O (-1.110, 1.984, -1.960)
H (-3.018, 1.769, -2.675)
H (-2.010, 3.064, -3.516)
H (-1.757, 1.318, -3.782)
H (-0.256, 2.267, -2.295)
C (3.410, 3.330, -0.366)
O (3.376, 2.471, -1.553)
C (2.432, 1.533, -1.640)
O (1.474, 1.337, -0.874)
O (2.658, 0.859, -2.758)
C (1.831, -0.042, -3.431)
H (4.366, 3.751, -0.056)
H (3.142, 2.799, 0.547)
H (2.743, 4.180, -0.514)
H (2.046, -1.054, -3.087)
H (1.971, -0.032, -4.513)
H (0.824, 0.327, -3.236)
C (-0.684, -3.778, -1.219)
O (0.663, -3.645, -1.112)
C (1.177, -2.583, -0.500)
O (0.518, -1.693, 0.081)
O (2.525, -2.487, -0.691)
C (3.257, -3.537, -1.242)
H (-0.918, -4.832, -1.367)
H (-0.907, -3.200, -2.116)
H (-1.316, -3.454, -0.392)
H (4.291, -3.403, -0.926)
H (3.174, -3.462, -2.326)
H (2.810, -4.512, -1.046)

LUMO (spin up / spin down) (eV): -9.0 / -16.1
HOMO (spin up / spin down) (eV): -18.7 / -18.7
Charge: +3
2S+1: 2

natural (NBO) atomic charge list, values in e, 4 entries:
1. Ba 1.902
2. C -0.258
3. O -0.792
4. H 0.178

=====

(7)
Density functional theory data (ωB97M-V with the def2-TZVPD basis set) for a molecular structure, C14H26N5Ti in a non-equilibrium geometry.

Atoms and positions in Å:
C (2.334, 3.154, 0.862)
H (2.140, 3.650, 1.816)
H (2.782, 3.874, 0.171)
H (3.064, 2.384, 1.052)
C (1.026, 2.526, 0.300)
H (1.370, 1.573, -0.189)
H (0.384, 2.253, 1.143)
C (0.144, 3.387, -0.610)
H (-0.913, 3.114, -0.436)
H (0.226, 4.461, -0.385)
H (0.347, 3.253, -1.686)
C (-0.782, -2.172, -0.719)
C (-1.189, -1.212, -1.731)
C (0.023, -0.624, -2.292)
C (1.153, -1.167, -1.570)
C (0.660, -2.101, -0.582)
C (1.499, -2.805, 0.418)
C (2.569, -0.776, -1.762)
C (0.102, 0.445, -3.319)
C (-2.574, -0.741, -1.963)
C (-1.697, -3.072, 0.030)
Ti (-0.203, -0.220, -0.236)
H (3.164, -1.029, -0.879)
H (3.024, -1.269, -2.631)
H (2.654, 0.306, -1.923)
H (2.400, -2.225, 0.630)
H (0.962, -2.924, 1.366)
H (1.818, -3.795, 0.075)
H (-2.519, -2.507, 0.482)
H (-2.158, -3.828, -0.622)
H (-1.188, -3.597, 0.845)
H (-2.596, 0.258, -2.405)
H (-3.111, -1.422, -2.629)
H (-3.139, -0.667, -1.026)
H (0.814, 1.227, -3.024)
H (0.444, 0.044, -4.283)
H (-0.871, 0.926, -3.458)
N (-2.438, 1.232, 4.119)
N (-1.289, 0.627, 3.667)
N (-1.068, -0.652, 4.112)
C (-0.565, -1.231, 3.033)
N (-0.540, -0.429, 1.939)
N (-1.076, 0.731, 2.298)
H (-2.437, 2.210, 3.852)
H (-2.507, 1.091, 5.115)
H (-0.247, -2.259, 3.036)

LUMO (spin up / spin down) (eV): -7.9 / -7.8
HOMO (spin up / spin down) (eV): -16.3 / -16.5
Energy relative to the best compared isomer or geometry (same formula, charge and spin) (eV): 0.000
Charge: +2
2S+1: 2

natural (NBO) atomic charge list, values in e, 4 entries:
1. C -0.605
2. H 0.235
3. H 0.238
4. H 0.219

=====

(8)
Density functional theory data (ωB97M-V with the def2-TZVPD basis set) for 2 unconnected molecules or ions with the total composition C10H16NOPS in a non-equilibrium geometry.

Atoms and positions in Å:
C (4.254, -1.546, 1.376)
C (4.286, -0.238, 1.678)
C (3.304, -1.991, 0.429)
C (3.430, 0.700, 1.116)
C (2.506, -1.118, -0.134)
C (2.491, 0.199, 0.124)
C (-4.151, 1.584, 0.739)
C (-3.885, 0.190, 0.210)
C (-2.365, -0.230, 0.293)
C (-1.450, 0.766, -0.481)
N (-0.112, 0.326, -0.595)
O (0.334, -1.781, -3.474)
P (1.272, 1.263, -0.718)
S (0.910, 2.949, 0.314)
H (4.801, -2.250, 1.835)
H (5.124, 0.144, 2.313)
H (3.322, -2.931, -0.042)
H (3.491, 1.795, 1.341)
H (0.301, -1.949, -4.411)
H (-3.558, 1.987, 1.599)
H (-3.950, 2.386, -0.123)
H (-5.258, 1.733, 0.942)
H (-4.268, -0.555, 1.040)
H (-4.243, 0.087, -0.726)
H (-2.067, -0.337, 1.352)
H (-2.224, -1.199, -0.301)
H (-1.274, 1.803, 0.047)
H (-1.799, 1.231, -1.488)
H (0.106, -0.438, -1.203)
H (0.673, -2.581, -3.054)

LUMO (spin up / spin down) (eV): -0.9 / -1.5
HOMO (spin up / spin down) (eV): -7.7 / -8.5
Energy relative to the best compared isomer or geometry (same formula, charge and spin) (eV): 4.494

natural (NBO) atomic charge list, values in e, 4 entries:
1. C -0.171
2. C -0.232
3. C -0.322
4. C -0.158